Computed, not measured: a cluster of 2 separate species, H2IOP in total, with the ωB97M-V functional and the def2-TZVPD basis.

```
5
Properties=species:S:1:pos:R:3:mulliken_charge:R:1
O -1.99026 0.59710 -0.65173 -0.393
P -1.31866 1.01068 0.60697 0.347
I 3.20540 -0.79041 -0.06729 -0.112
H -1.97713 0.12954 1.56869 0.046
H 2.08064 -0.94691 -1.45664 0.112
```

The spin multiplicity is 1. The SMILES is O=P.I. As for the relative energy (zero: lowest compared OMol25 entry of this formula, charge and spin): 41.2 kcal per mole. The calculation puts the HOMO energy at -9.8 eV. As for the total energy: -19467.88653 eV. Its LUMO energy is -1.0997 eV.